1.
91
Properties=species:S:1:pos:R:3:forces:R:3:mulliken_charge:R:1 method="wB97M-V/def2-TZVPD" orbital_gap_ev=0.88 multiplicity=1 homo_energy_ev=-6.69 energy_ha=-11884.04171
C 3.3294 -2.5101 1.3239 -1.3 -0.1 0.2 -0.35
O 4.0629 -1.9386 2.4007 0.4 0.0 -1.1 -0.41
C 4.9161 -0.8755 2.0026 1.0 0.9 0.6 -0.61
C 4.3347 0.5493 2.2707 -0.2 -1.0 0.2 -0.77
C 2.9415 0.8322 1.6073 0.3 1.4 -0.1 1.30
C 2.9763 2.1592 0.7447 0.4 0.0 0.6 -0.72
C 1.7284 3.0859 0.9260 1.0 -0.7 -0.5 -1.41
C 0.3423 2.4431 0.5722 1.4 0.9 -0.2 1.74
C 0.3072 2.1493 -0.9697 -1.2 -0.8 0.3 -2.33
C 0.6262 0.6604 -1.3629 1.0 0.2 -1.0 1.66
C 1.9545 0.5071 -2.2230 0.0 0.3 1.2 -0.92
Br -0.8460 0.0283 -2.5675 0.4 0.0 0.5 -0.20
O -0.5724 3.5807 0.7954 -1.3 0.0 1.8 -0.55
S -0.9938 3.6369 2.3758 0.7 1.2 3.4 1.12
O -2.3237 4.1303 2.6734 0.8 -1.9 -2.2 -0.65
O -0.0771 4.3323 3.2783 0.2 -0.7 -2.0 -0.55
O -0.6795 2.0456 2.7330 0.4 1.7 -0.9 -0.46
C -0.2757 1.3678 1.5169 -2.6 -0.9 -0.8 0.44
C -1.6681 0.7860 0.9890 0.3 -0.5 -0.5 -1.42
C -1.6773 -0.7838 0.8610 -1.4 0.7 -0.1 1.05
C -2.8974 -1.4733 1.6074 0.8 -0.9 -0.4 -0.96
C -2.4541 -2.5411 2.6769 -1.2 0.9 -0.2 -0.26
O -2.5751 -1.9428 3.9846 0.6 -0.3 -0.6 -0.55
H 3.2726 -3.6199 1.3959 0.3 0.7 0.1 0.26
H 3.7053 -2.2381 0.3149 0.0 -0.1 0.6 0.26
H 2.2710 -2.1561 1.4187 0.7 -0.3 -0.3 -0.06
H 5.2763 -0.9535 0.9483 -0.6 -0.2 0.5 0.32
H 5.8389 -0.9568 2.6299 -0.6 0.0 -0.4 0.38
H 5.1179 1.2811 1.9775 -0.5 -0.4 0.0 0.34
H 4.2157 0.6514 3.3758 0.1 -0.1 -0.8 0.30
H 2.2325 1.0459 2.4416 0.4 -0.5 -0.6 -0.06
H 2.5572 0.0110 0.9698 0.3 0.2 0.6 -0.63
H 3.8489 2.7370 1.1365 -0.7 -0.2 -0.4 0.66
H 3.2254 1.9635 -0.3238 -0.4 0.0 0.7 0.06
H 1.8586 3.9311 0.2074 -0.3 -0.5 0.6 0.34
H 1.7855 3.5330 1.9377 -0.4 -0.5 -0.5 0.18
H 0.9561 2.8249 -1.5574 -0.2 -0.2 0.6 0.58
H -0.7354 2.3453 -1.3110 0.8 0.1 0.3 0.66
H 0.7420 -0.0287 -0.5041 -0.7 0.4 -0.5 -0.72
H 2.4103 1.5143 -2.3180 -0.2 -0.7 -0.4 0.32
H 2.6846 -0.0959 -1.6310 -0.5 0.3 -0.5 0.12
H 1.7776 0.0261 -3.2001 0.2 0.4 0.6 0.25
H 0.2997 0.4567 1.7537 0.3 1.1 0.2 0.61
H -1.9388 1.2248 0.0036 0.2 -0.3 0.6 0.37
H -2.4886 1.0678 1.6871 0.8 0.0 -0.3 0.56
H -0.6912 -1.2932 1.1687 -1.2 1.1 0.1 -0.84
H -1.8285 -1.0132 -0.2096 0.5 0.1 0.7 -0.04
H -3.5209 -2.0142 0.8588 0.5 0.5 0.3 0.33
H -3.5663 -0.7298 2.0886 0.5 -0.4 -0.2 0.43
H -1.4316 -2.9213 2.4751 -0.6 0.2 0.2 0.18
H -3.1865 -3.3708 2.6327 0.6 0.3 0.3 0.33
H -2.0712 -1.1210 3.9170 -0.1 -0.1 0.4 0.31
C -4.5474 -1.7508 -5.2942 -0.2 0.1 0.2 -0.73
C -4.4871 -0.8422 -6.5120 0.1 -0.1 -0.3 -0.61
C -3.3451 0.0896 -6.1508 -0.3 -0.2 0.6 0.27
O -2.4485 -0.6542 -5.3345 -0.1 -0.1 0.1 -0.38
C -3.0785 -1.8772 -4.9382 0.0 -0.1 -0.2 0.04
H -5.0250 -2.7116 -5.4829 0.1 0.0 0.0 0.36
H -5.0883 -1.2548 -4.4839 0.0 0.0 0.0 0.28
H -4.2255 -1.4271 -7.3987 0.0 0.1 0.0 0.25
H -5.4176 -0.3146 -6.7155 0.1 0.0 0.0 0.38
H -3.6943 0.9503 -5.5705 0.1 0.2 -0.2 0.37
H -2.7965 0.4711 -7.0561 0.1 0.2 0.0 -0.48
H -2.6053 -2.6878 -5.4933 -0.2 -0.1 -0.1 0.05
H -2.9141 -2.0417 -3.8682 0.1 0.1 0.0 0.22
C 0.5870 -2.9757 -4.7981 0.4 0.8 -0.4 -0.48
Cl -0.8405 -3.9416 -4.2801 2.3 -0.6 -1.6 0.60
Cl 1.8132 -2.9556 -3.5347 -0.1 -0.2 -0.1 -0.06
H 1.0152 -3.4143 -5.6996 0.0 0.1 0.0 0.56
H 0.2626 -1.9564 -5.0036 -0.2 -0.1 0.1 0.13
Be 0.2626 -5.7112 -4.9406 -4.2 -0.8 0.1 0.49
C 1.0365 5.5764 6.6630 0.3 0.2 -0.5 -0.35
C 1.0078 4.1357 6.2001 -0.6 0.0 -0.1 0.15
O 2.0456 3.4902 6.9537 0.5 0.5 0.5 -0.27
S 2.1578 4.1856 8.3987 -0.9 0.0 -0.7 1.07
O 1.4333 3.4060 9.3387 0.5 0.3 0.1 -0.52
O 3.5258 4.5617 8.6096 -0.3 -0.2 0.0 -0.52
O 1.3037 5.5089 8.0706 0.2 -0.6 0.2 -0.32
H 1.8497 6.1293 6.1875 0.0 0.0 0.0 0.34
H 0.0954 6.0887 6.4779 0.0 0.0 0.3 0.31
H 1.1890 4.0389 5.1340 0.2 -0.1 0.1 -0.03
H 0.0587 3.6569 6.4515 0.0 0.0 -0.1 0.23
C -2.5709 -6.7778 -5.2818 -1.7 1.1 0.9 0.80
O -1.3326 -7.0497 -5.5260 3.3 1.4 0.5 -0.68
O -3.4262 -7.5168 -6.0440 1.7 0.1 0.2 -0.44
O -3.0405 -5.9694 -4.4888 0.5 -0.2 -0.3 -0.55
H -2.7307 -8.0082 -6.5180 -0.9 -0.5 -0.6 0.31
Br -1.9549 -5.0395 -2.1144 -0.1 -0.3 2.1 -0.14
Be 5.0013 3.6606 10.0702 0.2 -0.1 0.2 -0.04
Br -0.0250 -2.9124 0.0024 -0.2 -2.0 -1.5 -0.18
Cl -2.1470 1.5101 -8.5305 0.1 0.0 -0.2 -0.44

=====

2.
56
Properties=species:S:1:pos:R:3:forces:R:3:nbo_charge:R:1 method="wB97M-V/def2-TZVPD" orbital_gap_ev=5.60 multiplicity=1 homo_energy_ev=-10.49 energy_ha=-5580.11306 charge=+1
Zr -1.8425 -0.8259 -1.1209 -0.4 1.8 -0.8 2.38
Br 7.8533 5.3732 5.5929 0.0 0.0 0.0 0.10
C 6.3391 4.8056 4.6201 0.0 0.1 0.0 -0.05
C 6.2451 3.4763 4.2202 0.1 0.0 0.0 -0.24
C 5.1421 3.0609 3.5066 -0.3 0.0 -0.2 -0.20
C 4.1275 3.9716 3.1826 1.0 0.2 0.6 0.13
C 4.2440 5.3015 3.5903 -0.2 -0.2 -0.1 -0.18
C 5.3442 5.7220 4.3114 0.2 0.0 0.1 -0.24
N 2.9842 3.6588 2.4567 -0.8 0.2 -0.4 -0.16
N 2.8345 2.4699 2.1433 0.8 -0.2 0.5 -0.21
C 1.6791 2.1886 1.4246 -1.1 0.0 -0.6 0.06
C 0.6787 3.0981 1.1332 0.5 -0.1 0.3 -0.15
C -0.4287 2.7592 0.3555 -0.4 -0.3 -0.4 -0.23
C -0.5802 1.4869 -0.1562 1.0 0.6 0.6 0.30
O -1.5788 1.0988 -0.9519 0.3 1.2 0.4 -0.77
C 0.4059 0.5121 0.1903 0.0 0.3 0.0 0.09
N 0.1971 -0.7619 -0.2788 1.1 0.3 0.2 -0.59
C 1.0987 -1.6967 -0.0197 0.0 0.0 0.0 0.11
C 2.2448 -1.4415 0.7348 0.1 0.0 0.1 -0.27
C 2.4594 -0.1794 1.2319 0.0 0.0 -0.1 -0.07
C 1.5350 0.8495 0.9637 -0.1 0.1 0.0 0.00
H 7.0359 2.7826 4.4691 0.0 0.0 0.0 0.24
H 5.0515 2.0339 3.1822 0.0 0.0 0.0 0.23
H 3.4536 5.9937 3.3322 0.0 0.0 0.0 0.23
H 5.4379 6.7498 4.6315 0.0 0.0 0.0 0.24
H 0.7809 4.1025 1.5211 0.0 0.0 -0.1 0.25
H -1.1842 3.4992 0.1246 0.0 0.0 0.0 0.24
H 0.9022 -2.6829 -0.4226 0.0 0.0 0.0 0.22
H 2.9454 -2.2426 0.9205 0.0 0.0 0.0 0.24
H 3.3269 0.0562 1.8318 0.0 0.0 0.0 0.25
Cl -4.6494 -7.0158 1.3646 0.0 -0.1 0.0 0.07
C -3.7700 -5.7317 0.6315 0.0 0.0 0.0 -0.08
C -2.7982 -6.0330 -0.3383 0.0 0.2 0.1 -0.12
C -2.0855 -5.0243 -0.9377 0.1 0.2 -0.1 -0.14
Cl -0.8889 -5.3711 -2.1254 0.0 -0.1 0.0 0.07
C -2.2952 -3.6671 -0.6075 0.0 -0.6 0.2 0.48
O -1.5837 -2.7444 -1.2014 0.2 -2.6 0.6 -0.78
C -3.2715 -3.3781 0.4013 0.3 -0.1 -0.4 -0.29
C -3.4883 -2.0728 0.8947 0.0 -0.2 0.3 0.47
O -2.8217 -1.0355 0.5902 -1.2 -0.8 1.5 -0.67
C -4.0040 -4.4381 0.9926 -0.1 0.1 0.1 -0.13
H -2.6052 -7.0616 -0.6111 0.0 0.0 0.0 0.26
H -4.2725 -1.9417 1.6429 0.0 0.0 0.0 0.20
H -4.7374 -4.2094 1.7553 0.0 0.0 0.0 0.24
F -2.4500 -0.0069 -7.5759 0.0 0.0 -0.1 -0.26
C -2.6906 -0.2243 -6.2940 -0.1 0.0 0.2 0.27
C -3.9956 -0.3954 -5.8414 0.2 0.0 0.0 0.30
F -4.9920 -0.3486 -6.7078 -0.1 0.0 0.0 -0.26
C -4.2608 -0.6153 -4.5018 0.1 0.0 0.4 0.30
F -5.5127 -0.7762 -4.0903 -0.1 0.0 -0.1 -0.27
C -3.2354 -0.6769 -3.5511 0.0 0.1 -1.3 0.19
O -3.4433 -0.8858 -2.2581 -0.6 0.0 -0.7 -0.75
C -1.9482 -0.5144 -4.0615 -0.1 -0.1 0.0 0.26
F -0.8977 -0.6093 -3.1296 -0.2 0.0 -0.8 -0.32
C -1.6475 -0.2908 -5.3887 0.1 0.0 0.1 0.29
F -0.3873 -0.1513 -5.7725 0.0 0.0 -0.1 -0.27

=====

3.
18
Properties=species:S:1:pos:R:3:forces:R:3:nbo_charge:R:1 method="wB97M-V/def2-TZVPD" orbital_gap_ev=7.87 multiplicity=1 homo_energy_ev=-9.93 energy_ha=-580.61255
C -2.2632 0.2279 0.0138 2.2 2.0 0.1 0.26
C 1.8163 0.0087 -1.2433 -1.9 -0.3 0.4 -0.73
C 1.8078 -0.0893 1.2110 -0.1 -0.9 2.6 -0.76
C 1.2721 -0.6753 -0.0532 -1.4 1.7 1.4 0.35
N -0.9032 0.2707 -0.0049 0.1 -1.4 -0.5 -0.27
N -2.7320 1.4920 0.0773 -1.9 -2.9 -0.2 -0.23
N -0.6284 1.5324 -0.0340 3.7 -0.7 0.3 -0.15
N -1.6733 2.2094 0.0437 -1.3 4.1 0.0 -0.09
N -2.9030 -1.0012 -0.0612 -1.3 -2.6 0.9 0.49
O -2.1712 -2.0105 -0.0324 -0.7 1.1 -0.3 -0.41
O -4.1268 -1.0514 -0.0587 1.0 0.3 -0.3 -0.33
H 1.1500 0.2752 -2.0298 -1.0 -0.6 -0.6 0.28
H 2.5689 -0.5846 -1.6348 1.6 -1.5 -1.0 0.26
H 2.2112 0.9414 -1.0041 0.9 1.4 0.9 0.24
H 1.2292 -0.4487 2.1804 1.1 0.6 -2.1 0.26
H 1.7498 1.0539 1.1953 0.5 -1.7 -0.2 0.29
H 2.9073 -0.5507 1.3833 -2.2 1.3 -0.7 0.28
H 0.6886 -1.5998 0.0515 0.6 0.2 -0.8 0.26

=====

4.
19
Properties=species:S:1:pos:R:3:forces:R:3:nbo_charge:R:1 method="wB97M-V/def2-TZVPD" orbital_gap_ev="3.83 / 7.00" multiplicity=2 homo_energy_ev="-0.11 / -3.31" energy_ha=-994.04872 charge=-1
C -2.5526 0.8464 -0.8171 0.6 -1.5 0.4 -0.43
C -2.7778 0.9566 -2.3094 -0.2 1.2 -0.7 -0.61
C -1.3634 -0.0972 -0.4640 -0.5 0.2 -0.1 -0.54
S -0.7375 0.1362 1.2030 -1.9 1.6 0.7 -0.28
S 1.2240 -0.9748 1.0743 2.6 -1.7 0.3 -0.30
C 2.2495 0.2481 0.1440 -1.1 -0.2 0.8 -0.54
C 3.4270 -0.3536 -0.6413 -1.0 0.2 0.3 -0.65
H -3.4449 0.3738 -0.3968 0.0 0.3 0.3 0.19
H -2.3504 1.7659 -0.2662 -0.3 0.3 -0.5 0.21
H -1.8823 1.2926 -2.8400 0.1 -0.1 0.1 0.19
H -3.5379 1.7200 -2.5265 0.0 0.0 0.1 0.19
H -3.1446 0.0665 -2.8272 0.2 -0.3 0.4 0.20
H -1.7052 -1.1223 -0.4977 0.0 -0.4 -0.4 0.19
H -0.5348 0.0270 -1.1704 -0.2 0.0 -0.1 0.18
H 1.3886 0.5797 -0.4349 0.7 0.7 -0.8 0.20
H 2.5145 1.0799 0.8095 0.2 -0.3 -0.1 0.19
H 3.3698 -1.4313 -0.5277 0.2 -0.2 -0.1 0.22
H 4.3908 -0.0004 -0.2666 -0.1 0.0 -0.3 0.19
H 3.2421 -0.1190 -1.6861 0.6 0.1 -0.3 0.19

=====

Here are the calculated max |F| numbers, same order: 4.33 2.71 4.26 3.13 (eV Å⁻¹).